This record from the OMol25 dataset describes a single C7H8N4O2 molecule. The level of theory is ωB97M-V/def2-TZVPD.

```
! wB97M-V def2-TZVPD RIJCOSX def2/J DEFGRID3
* xyz 0 1
O -2.90894 1.87388 1.56672
O -1.02363 3.01091 1.76646
N -1.69829 2.01197 1.45464
N 0.06897 -2.21560 1.23669
N 0.70128 0.68018 -0.87823
N 0.46928 -0.45855 -1.48254
C 1.56831 -1.08292 -2.13243
C -1.35555 -0.24588 1.88185
C -0.61129 -1.35176 1.50002
C -2.49889 -0.42301 2.76927
C -0.96486 0.85903 1.12454
C 2.86036 -0.90632 -1.96412
C 0.10407 1.22404 0.20966
H 1.16290 1.45158 -1.44960
H -2.85494 0.53231 3.20825
H -3.32224 -0.80343 2.22095
H 0.26665 2.29115 0.33468
H -2.27896 -1.19948 3.45126
H 3.52008 -1.58801 -2.44861
H 3.32155 -0.48631 -1.11466
H 1.22889 -1.67086 -2.93452
*
```

Output
Energy above the lowest of the compared OMol25 structures with the same formula, charge and spin = 8.398 eV
Largest force on an atom = 3.70 eV/Å
Molar mass = 180.2 g mol⁻¹
Electronic energy = -640.76598 Eh
HOMO-LUMO gap (alpha / beta) = 6.5 / 6.9 eV

***

This record from the OMol25 dataset describes a single C7H8N4O3 molecule. The level of theory is ωB97M-V/def2-TZVPD.

```
! wB97M-V def2-TZVPD RIJCOSX def2/J DEFGRID3
* xyz 0 1
O -3.12331 -1.09556 -0.51339
O -0.33811 -1.95376 -1.33581
O -0.81746 -2.04503 0.94315
N -0.66530 1.09330 0.18415
N 2.28317 -0.95521 -0.20459
N 1.53460 0.04187 0.14960
N -1.90380 0.70825 -0.04165
C -0.71892 -1.22670 -0.13270
C 0.20957 -0.05774 0.16727
C 2.21042 1.20923 0.35495
C 3.47357 -0.51988 -0.21553
C -2.92878 1.71789 0.01378
C 3.50172 0.83998 0.18144
C -2.08390 -0.54311 -0.31153
H -2.48715 2.61030 0.10873
H 4.37708 1.40140 0.19046
H -1.71076 -2.57337 1.07086
H 1.68311 1.94092 0.90354
H 0.36772 -2.45299 -0.98108
H -3.59488 1.43274 0.79801
H -3.46945 1.69731 -0.94041
H 4.20088 -1.26986 -0.38927
*
```

Output
Energy above the lowest of the compared OMol25 structures with the same formula, charge and spin = 2.219 eV
Largest force on an atom = 8.83 eV/Å
Molar mass = 196.2 g mol⁻¹
Electronic energy = -716.18005 Eh
HOMO-LUMO gap (alpha / beta) = 8.0 / 8.0 eV

***

This record from the OMol25 dataset describes a 2-piece molecular cluster, C7H8N4O3 overall. The level of theory is ωB97M-V/def2-TZVPD.

```
! wB97M-V def2-TZVPD RIJCOSX def2/J DEFGRID3
* xyz 0 1
O 3.14876 -1.74369 0.32467
O 0.21894 -0.31799 1.26203
O 3.34057 -0.52843 2.08920
N 1.54272 2.78622 -1.89940
N 3.11580 -0.64453 0.88816
N 0.16419 2.50691 1.35863
N 1.21452 2.94496 1.30923
C -0.85306 1.74481 1.29682
C 2.80874 0.55661 0.20316
C 1.84803 -0.80906 -1.65771
C 2.09287 0.50019 -0.93664
C -2.25745 -0.18265 1.03260
C 1.68668 1.71845 -1.49188
C -0.81501 0.31461 1.29880
H -2.77743 0.38736 1.80777
H 0.93681 -1.33875 -1.18449
H 1.87097 -0.58034 -2.80102
H -1.65146 2.36374 1.03976
H -2.42760 0.11320 0.06204
H -2.29638 -1.32922 1.09193
H 3.03741 1.43675 0.62125
H 2.64926 -1.46002 -1.50577
*
```

Output
Energy above the lowest of the compared OMol25 structures with the same formula, charge and spin = 5.879 eV
Largest force on an atom = 5.35 eV/Å
Molar mass = 196.2 g mol⁻¹
Electronic energy = -716.04553 Eh
HOMO-LUMO gap = 8.5 eV

***

This record from the OMol25 dataset describes an isolated ion of composition C7H8N5O3 and charge -1. The level of theory is ωB97M-V/def2-TZVPD.

```
! wB97M-V def2-TZVPD RIJCOSX def2/J DEFGRID3
* xyz -1 1
O -4.29515 -0.94710 -0.56740
O -0.95813 0.73941 -2.56965
O 0.50044 0.80744 1.13884
N -3.12595 0.20781 -2.26507
N -3.49877 0.54977 -3.53605
N -4.75002 0.30990 -3.64073
N -5.23918 -0.24234 -2.55902
N 0.85236 0.49151 -1.06047
C 1.33054 0.82781 -3.36151
C -4.28507 -0.44576 -1.66305
C 0.50014 -0.02474 0.05328
C -1.29863 -0.44893 2.11062
C -1.91608 0.37422 -1.68970
C 0.00211 0.39928 2.41643
C 0.36819 0.64846 -2.20422
H -0.01468 1.30537 2.95946
H -1.33017 -0.56638 0.94897
H -1.21343 -1.28725 2.78168
H 1.89766 1.67655 -3.13148
H 0.70737 0.82400 -4.25305
H 2.05707 -0.06991 -3.44152
H 0.84795 -0.25933 2.67420
H -2.18179 0.24598 2.32817
*
```

Output
Largest force on an atom = 4.47 eV/Å
Molar mass = 210.2 g mol⁻¹
Electronic energy = -770.88070 Eh
HOMO-LUMO gap = 7.8 eV

***

This record from the OMol25 dataset describes a 2-piece molecular cluster, C7H8NO2S overall. The level of theory is ωB97M-V/def2-TZVPD.

```
! wB97M-V def2-TZVPD RIJCOSX def2/J DEFGRID3
* xyz -1 1
S -2.20322 -2.48340 -0.67729
O 3.27172 0.67307 -0.04686
O 5.18749 0.14362 -1.08084
N 3.90001 -1.48981 -0.07874
C -1.19150 -0.11861 0.03616
C 4.15784 -0.06391 -0.46809
C -0.52615 0.10626 -1.36104
C -1.35158 -1.52884 0.22012
C 1.74636 -2.52485 0.74768
C -0.42956 0.63914 1.16419
C 2.77008 -1.93183 0.40319
H -1.04986 0.30617 2.08893
H 0.95996 -2.86152 1.42764
H -0.33074 1.68574 1.28797
H 0.28267 -0.71909 -1.53282
H -0.01938 1.11421 -1.33799
H -2.17391 0.32869 -0.01740
H -1.26269 0.05768 -2.20669
H 0.50562 -0.04476 1.38046
*
```

Output
Energy above the lowest of the compared OMol25 structures with the same formula, charge and spin = 3.987 eV
Largest force on an atom = 6.19 eV/Å
Molar mass = 170.2 g mol⁻¹
Electronic energy = -874.80446 Eh
HOMO-LUMO gap (alpha / beta) = 6.5 / 6.4 eV

***

This record from the OMol25 dataset describes C7H8NO3 as an isolated structure. The level of theory is ωB97M-V/def2-TZVPD.

```
! wB97M-V def2-TZVPD RIJCOSX def2/J DEFGRID3
* xyz -1 1
O -2.82388 -0.44957 0.77935
O 3.19974 1.53935 0.34014
O -2.56735 1.70922 0.07726
N -1.28374 0.04906 -0.86549
C -0.24565 0.92679 -1.11161
C -0.73215 -1.26615 -0.54860
C 0.45925 -1.09816 0.38440
C 0.46928 0.00460 1.49037
C 1.10387 0.21556 0.16413
C -2.36314 0.46791 0.08025
C 2.51461 0.67294 -0.13213
H -1.39132 -1.97026 -0.12893
H 0.10191 0.97818 -2.16340
H -0.48359 1.92214 -0.76362
H -0.44144 -1.86827 -1.44157
H 1.14307 -0.04723 2.42078
H 2.92328 -0.12006 -0.89190
H -0.47602 0.47171 1.75699
H 0.89328 -2.13777 0.55357
*
```

Output
Energy above the lowest of the compared OMol25 structures with the same formula, charge and spin = 1.352 eV
Largest force on an atom = 3.44 eV/Å
Molar mass = 154.1 g mol⁻¹
Electronic energy = -551.98806 Eh
HOMO-LUMO gap = 8.3 eV

***

This record from the OMol25 dataset describes C7H8NOPtS as an isolated structure. The level of theory is ωB97M-V/def2-TZVPD.

```
! wB97M-V def2-TZVPD RIJCOSX def2/J DEFGRID3
* xyz 1 1
Pt 0.38671 -0.97862 0.35366
S -0.49464 0.63100 3.06871
O 0.73559 0.75288 3.82084
N -0.21927 0.11494 1.66332
C 0.87863 -2.74282 -0.89334
C 1.53074 -0.18212 -2.07495
C 1.94912 1.11198 -2.68827
C 0.01314 -2.06063 -1.75762
C 2.05471 -2.06721 -0.49458
C 2.30099 -0.77280 -1.01103
C 0.39147 -0.84568 -2.42643
H 0.65859 -3.73078 -0.51296
H -0.27826 -0.43777 -3.17092
H 1.38157 1.93635 -2.25406
H 1.76328 1.11015 -3.76055
H 3.18211 -0.25524 -0.64992
H 3.00655 1.30717 -2.52171
H -0.94072 -2.51192 -1.99721
H 2.75659 -2.52967 0.18667
*
```

Output
Largest force on an atom = 1.38 eV/Å
Molar mass = 349.3 g mol⁻¹
Electronic energy = -918.68595 Eh
HOMO-LUMO gap = 6.7 eV

***

This record from the OMol25 dataset describes a single C7H8NPS2 molecule. The level of theory is ωB97M-V/def2-TZVPD.

```
! wB97M-V def2-TZVPD RIJCOSX def2/J DEFGRID3
* xyz 0 1
S -1.20142 1.72694 0.78124
S -3.71350 0.48782 -1.47498
P -2.34362 0.23975 -0.14208
N -0.63706 -0.78365 -0.41309
C -3.00011 -0.79901 1.18993
C 2.61009 1.70928 -0.42559
C 1.69321 -0.42076 -1.11287
C 0.45822 0.02451 -0.51876
C 1.52140 2.11818 0.23761
C 0.41095 1.25685 0.25295
C 2.75251 0.52423 -1.11468
H 1.42163 3.11668 0.85624
H 1.67106 -1.46051 -1.52320
H 3.46751 2.50434 -0.54749
H -3.19137 -0.57221 2.25479
H -2.27027 -1.59717 1.14172
H -3.93153 -1.25872 0.71352
H 3.79091 0.32193 -1.60416
H -0.47693 -1.66805 -1.00309
*
```

Output
Energy above the lowest of the compared OMol25 structures with the same formula, charge and spin = 0.000 eV
Largest force on an atom = 5.06 eV/Å
Molar mass = 201.3 g mol⁻¹
Electronic energy = -1464.00973 Eh
HOMO-LUMO gap = 8.3 eV